[1]
63
Properties=species:S:1:pos:R:3:forces:R:3 method="wB97M-V/def2-TZVPD" total_charge=+1 orbital_gap_ha="0.237 / 0.237"
In -1.6512 -0.1555 -0.8497 0.250 -0.320 0.375
C -1.4548 -0.8876 3.8498 -0.077 -0.149 -0.041
C -2.2418 -2.0053 4.0879 0.099 0.145 -0.136
C -2.6445 -2.7886 3.0195 0.081 0.076 -0.245
C -2.2820 -2.4113 1.7257 0.079 0.116 0.670
N -1.5227 -1.3341 1.5139 -0.119 0.160 -0.490
C -1.1127 -0.6071 2.5384 0.140 0.267 0.370
C -2.7054 -3.1336 0.5134 -0.278 -0.478 -0.238
C -3.4712 -4.2983 0.5354 0.187 0.199 -0.033
C -3.8694 -4.8662 -0.6638 0.107 0.167 -0.125
C -3.4656 -4.2832 -1.8560 0.044 -0.015 0.160
C -2.6752 -3.1476 -1.7865 -0.178 -0.288 -0.449
N -2.3208 -2.5900 -0.6428 0.113 0.770 -0.067
H -1.1252 -0.2534 4.6563 0.070 0.068 0.048
H -2.5446 -2.2564 5.0927 0.002 -0.065 0.078
H -3.2333 -3.6718 3.1994 -0.120 -0.067 -0.023
H -0.4816 0.2383 2.2857 -0.040 0.079 0.108
H -3.7528 -4.7607 1.4666 -0.063 0.015 0.094
H -4.4918 -5.7480 -0.6691 -0.014 -0.083 0.015
H -3.7586 -4.6939 -2.8081 0.012 -0.021 -0.102
H -2.3114 -2.6507 -2.6792 -0.114 -0.099 -0.095
C 1.8718 -1.7578 0.6048 0.075 -0.008 0.014
C 1.8395 -1.1470 -0.7461 -0.008 -0.167 0.315
N 0.7429 -0.8340 -1.3987 -0.766 -0.010 0.305
C 1.1298 -0.3218 -2.6041 0.417 0.095 -0.377
C 2.4854 -0.3363 -2.6820 -0.266 0.108 -0.354
N 2.9289 -0.8630 -1.4967 -0.355 0.038 0.012
C 4.3177 -1.0504 -1.1478 0.476 -0.326 0.051
N 5.0600 0.1639 -1.2847 -0.153 0.613 0.394
N 6.1128 0.2359 -2.1322 0.023 -1.179 -0.546
N 6.6750 1.3559 -2.0469 0.672 0.446 -0.351
C 6.0220 2.1214 -1.1242 -1.131 -0.373 0.735
C 6.2536 3.4151 -0.6619 -0.086 -0.115 -0.028
C 5.3837 3.9041 0.2859 0.116 0.136 -0.032
C 4.3050 3.1460 0.7639 -0.112 -0.150 0.036
C 4.0590 1.8618 0.3247 -0.123 -0.056 0.143
C 4.9437 1.3524 -0.6170 0.682 0.443 -0.310
H 0.8469 -1.8824 0.9465 0.069 -0.035 -0.001
H 2.4073 -1.1254 1.3136 0.032 -0.032 0.086
H 2.3561 -2.7335 0.5738 0.005 -0.042 0.103
H 0.4090 0.0078 -3.3291 0.012 0.113 -0.148
H 3.1609 -0.0279 -3.4529 0.154 0.076 -0.152
H 4.7872 -1.7750 -1.8250 -0.083 0.166 0.194
H 4.3731 -1.4283 -0.1196 -0.057 0.086 -0.228
H 7.0791 3.9941 -1.0408 0.101 0.096 -0.035
H 5.5265 4.9011 0.6745 0.014 0.068 0.015
H 3.6485 3.5834 1.5023 -0.037 0.029 0.031
H 3.2218 1.2847 0.6941 -0.036 0.022 0.049
C -3.9914 3.6518 -0.8968 0.018 -0.089 -0.024
C -3.1861 2.4595 -0.3306 -0.095 -0.012 0.405
C -4.1159 1.6412 0.5660 0.055 0.125 -0.118
C -2.0012 3.0119 0.4667 -0.202 0.030 0.042
C -2.8367 1.7115 -1.5689 0.488 -0.759 -0.433
H -4.3774 4.2226 -0.0564 -0.066 0.136 0.064
H -4.8248 3.3078 -1.5026 -0.080 -0.005 -0.047
H -3.3630 4.3014 -1.4985 0.072 0.097 -0.103
H -4.5484 2.2563 1.3502 -0.046 0.053 0.184
H -3.5720 0.8208 1.0430 0.057 -0.093 0.098
H -4.9216 1.2148 -0.0277 -0.062 -0.035 -0.026
H -2.3387 3.6914 1.2467 -0.009 0.117 0.170
H -1.3222 3.5539 -0.1909 0.083 -0.025 0.021
H -1.4557 2.1898 0.9425 0.058 0.026 -0.007
H -1.9759 2.2237 -2.0494 -0.091 -0.088 -0.020


[2]
60
Properties=species:S:1:pos:R:3:forces:R:3 method="wB97M-V/def2-TZVPD" de_lowest_kcal_mol=8.99 smiles="Cc1ccccc1CN1CCC(Oc2ccc(C(=O)NCc3ccccn3)cc2)CC1" total_charge=0 orbital_gap_ha=0.339
C 5.9464 -3.0179 0.1993 0.056 0.040 0.045
C 5.7634 -3.0287 -1.2863 0.005 0.030 -0.032
C 6.7715 -2.5670 -2.1213 -0.005 0.017 0.014
C 6.6286 -2.5808 -3.4977 0.015 0.006 -0.098
C 5.4615 -3.0631 -4.0606 0.035 0.021 -0.123
C 4.4474 -3.5225 -3.2387 -0.010 -0.039 0.052
C 4.5828 -3.5124 -1.8576 -0.022 -0.097 -0.130
C 3.4615 -4.0176 -0.9891 0.005 0.042 0.048
N 2.9181 -2.9625 -0.1454 -0.173 -0.109 -0.112
C 1.9872 -3.4759 0.8393 0.042 0.087 0.230
C 1.5904 -2.3715 1.8130 -0.308 0.090 -0.178
C 0.9514 -1.2092 1.0558 0.348 -0.268 -0.231
O 0.6750 -0.1941 2.0062 -0.032 0.090 0.158
C -0.2070 0.7963 1.7250 -0.162 0.268 0.065
C -0.3707 1.7537 2.7314 0.093 -0.169 -0.098
C -1.2510 2.7967 2.5673 -0.082 0.017 -0.117
C -2.0124 2.9141 1.4045 0.212 -0.164 0.054
C -2.9451 4.0680 1.2966 -0.072 0.044 -0.248
O -2.7926 5.0959 1.9333 0.077 0.088 0.219
N -3.9677 3.9075 0.4195 -0.255 -0.054 -0.193
C -5.0297 4.8764 0.3266 0.271 0.320 0.000
C -6.3777 4.2088 0.3096 -0.144 0.051 0.034
C -7.5480 4.9463 0.4700 0.010 -0.147 -0.030
C -8.7610 4.2833 0.4290 0.107 -0.017 -0.018
C -8.7690 2.9101 0.2284 0.056 0.030 0.007
C -7.5521 2.2683 0.0764 -0.385 -0.175 -0.015
N -6.3893 2.8968 0.1138 0.360 0.056 -0.052
C -1.8403 1.9694 0.4005 -0.088 0.245 0.223
C -0.9460 0.9244 0.5514 0.232 -0.382 -0.034
C 1.9304 -0.7361 -0.0210 -0.323 -0.080 0.012
C 2.3074 -1.9039 -0.9254 0.084 0.281 0.035
H 6.0411 -4.0380 0.5726 0.019 -0.081 0.120
H 5.0803 -2.5680 0.6779 0.045 0.003 0.105
H 6.8430 -2.4679 0.4735 0.080 -0.008 0.046
H 7.6860 -2.1904 -1.6849 0.075 0.033 0.066
H 7.4267 -2.2165 -4.1277 0.064 0.030 -0.048
H 5.3381 -3.0802 -5.1334 -0.007 0.004 -0.086
H 3.5330 -3.8976 -3.6778 -0.100 -0.033 -0.015
H 2.6762 -4.4658 -1.6249 0.074 -0.022 0.058
H 3.8435 -4.8014 -0.3272 -0.079 -0.026 -0.022
H 1.0781 -3.8891 0.3610 0.060 -0.047 0.004
H 2.4759 -4.2848 1.3882 -0.067 -0.020 -0.044
H 0.8935 -2.7578 2.5575 -0.016 0.011 0.033
H 2.4760 -2.0007 2.3293 0.044 0.005 0.047
H 0.0159 -1.5557 0.5916 0.072 0.049 0.056
H 0.2134 1.6498 3.6321 0.062 -0.008 0.113
H -1.3716 3.5441 3.3366 -0.001 0.064 0.061
H -4.2211 2.9891 0.0849 0.094 -0.011 0.160
H -4.9181 5.4721 -0.5917 -0.068 0.014 0.163
H -4.9399 5.5616 1.1771 -0.046 -0.075 -0.174
H -7.4986 6.0129 0.6264 0.012 0.115 0.027
H -9.6870 4.8257 0.5539 -0.055 0.040 0.013
H -9.6934 2.3557 0.1924 -0.060 -0.069 -0.005
H -7.4953 1.1992 -0.0836 -0.110 -0.077 -0.008
H -2.3825 2.0529 -0.5301 -0.043 0.009 -0.076
H -0.8349 0.2187 -0.2570 0.049 -0.067 -0.045
H 1.4975 0.0712 -0.6134 0.013 0.029 -0.002
H 2.8259 -0.3552 0.4721 0.024 0.040 0.021
H 1.4052 -2.2662 -1.4562 0.055 -0.025 -0.045
H 3.0298 -1.5704 -1.6735 -0.137 -0.002 -0.011


[3]
62
Properties=species:S:1:pos:R:3:forces:R:3 method="wB97M-V/def2-TZVPD" de_lowest_kcal_mol=34.36 smiles="CCOC(=O)C1(CCOc2ccccc2)CCN(C(=O)c2ccc(-n3cccn3)cc2)CC1" total_charge=0 orbital_gap_ha=0.334
C 3.2911 2.7940 4.5249 -0.041 -0.407 -0.229
C 3.8082 1.4781 3.9764 0.431 0.174 0.229
O 2.7435 0.8337 3.2718 -0.286 0.296 0.056
C 3.0389 -0.3276 2.6828 -0.062 -0.291 -0.204
O 4.1331 -0.8257 2.7254 0.139 -0.012 0.050
C 1.8152 -0.9493 2.0050 -0.087 -0.110 0.075
C 0.9584 -1.5320 3.1572 -0.307 -0.111 -0.288
C -0.5175 -1.7627 2.8222 0.123 0.256 0.450
O -0.6242 -2.5608 1.6647 -0.084 -0.159 -0.205
C -1.7945 -2.5781 0.9645 -0.057 -0.049 -0.175
C -3.0002 -2.0550 1.4162 0.246 0.058 0.264
C -4.1227 -2.1177 0.6056 -0.062 -0.005 -0.109
C -4.0600 -2.6987 -0.6469 -0.178 0.034 -0.038
C -2.8599 -3.2316 -1.0929 0.063 0.003 0.032
C -1.7334 -3.1710 -0.2984 0.095 -0.023 0.207
C 2.2855 -2.0717 1.0668 0.199 0.158 -0.100
C 3.0141 -1.5207 -0.1596 0.177 -0.467 -0.002
N 2.1922 -0.5338 -0.8293 0.265 0.029 -0.017
C 1.4292 -0.9191 -1.8820 0.009 0.297 -0.081
O 1.5496 -2.0013 -2.4239 -0.136 -0.337 -0.094
C 0.4331 0.0884 -2.3752 -0.163 -0.041 -0.206
C 0.8267 1.2019 -3.1104 -0.120 -0.206 0.153
C -0.1174 2.0764 -3.6086 -0.152 0.083 -0.065
C -1.4732 1.8508 -3.3767 0.764 -0.520 0.316
N -2.4004 2.7595 -3.8922 -0.799 0.301 -0.205
C -3.7491 2.6362 -3.9778 -0.153 0.167 -0.111
C -4.2206 3.7816 -4.5656 -0.002 -0.143 0.096
C -3.0712 4.5539 -4.8036 -0.141 -0.247 0.082
N -1.9907 3.9271 -4.3978 0.652 0.380 -0.076
C -1.8702 0.7378 -2.6421 -0.075 0.236 -0.137
C -0.9194 -0.1390 -2.1550 0.231 0.016 -0.023
C 1.8873 0.5962 0.0141 -0.426 0.257 0.231
C 1.0570 0.1238 1.2099 0.241 0.147 -0.019
H 4.0856 3.3010 5.0642 0.071 0.069 0.060
H 2.4592 2.6179 5.2015 -0.073 0.040 0.097
H 2.9500 3.4310 3.7132 -0.024 0.114 -0.045
H 4.6450 1.6328 3.2863 -0.104 -0.067 0.121
H 4.1506 0.8156 4.7790 -0.008 0.079 -0.145
H 0.9823 -0.8495 4.0093 -0.042 -0.051 0.057
H 1.4056 -2.4789 3.4633 0.047 -0.012 0.097
H -1.0195 -0.7990 2.6711 0.009 -0.103 -0.030
H -0.9961 -2.2679 3.6740 -0.011 0.114 -0.120
H -3.0803 -1.6099 2.3960 0.031 0.036 0.079
H -5.0545 -1.7073 0.9664 -0.069 0.027 0.029
H -4.9397 -2.7421 -1.2708 -0.080 -0.009 -0.049
H -2.7964 -3.6869 -2.0696 0.018 -0.047 -0.089
H -0.7908 -3.5710 -0.6390 0.141 -0.037 -0.050
H 2.9608 -2.7331 1.6103 -0.048 -0.046 0.020
H 1.4179 -2.6433 0.7421 0.066 0.011 0.009
H 3.2161 -2.3247 -0.8687 0.058 0.122 0.113
H 3.9570 -1.0527 0.1354 -0.032 -0.022 -0.051
H 1.8759 1.3759 -3.2979 0.106 0.044 -0.022
H 0.1682 2.9438 -4.1814 0.046 0.021 -0.030
H -4.2716 1.7644 -3.6430 -0.046 -0.183 0.075
H -5.2363 4.0313 -4.7933 -0.210 -0.015 -0.021
H -2.9984 5.5262 -5.2487 0.068 0.192 -0.083
H -2.9123 0.5458 -2.4415 -0.114 -0.001 0.024
H -1.2325 -1.0100 -1.5983 -0.042 -0.054 0.032
H 1.3366 1.3491 -0.5515 0.150 -0.044 0.119
H 2.8318 1.0347 0.3541 -0.026 0.066 -0.060
H 0.8113 0.9669 1.8559 -0.096 -0.002 -0.013
H 0.1362 -0.3034 0.8124 -0.089 -0.003 0.020